(one)
# C2H4BrN

A cluster of 2 separate species, C2H4BrN in total (ωB97M-V/def2-TZVPD, the OMol25 dataset).

Structure (XYZ):
```
8
Properties=species:S:1:pos:R:3:mulliken_charge:R:1
C -0.268 -0.157 0.172 0.207
C 0.566 0.649 -0.682 -0.843
N -0.905 -1.199 -0.001 -0.328
Br -1.690 -2.189 1.337 0.015
H -0.280 0.268 2.095 0.093
H 0.520 0.352 -1.772 0.293
H 1.629 0.589 -0.254 0.226
H 0.427 1.687 -0.894 0.336
```

- HOMO energy: -9.04 eV
- Frontier orbital gap: 8.567 eV
- Lowest unoccupied orbital energy: -0.47 eV
- Molecular weight: 121.96 g mol⁻¹

(two)
# C2H4BrN

A structure of composition C2H4BrN (ωB97M-V/def2-TZVPD, the OMol25 dataset).

Structure (XYZ):
```
8
Properties=species:S:1:pos:R:3:mulliken_charge:R:1
C -0.426 0.618 -0.020 0.253
C 0.810 -0.937 0.221 -0.771
N -0.929 0.778 -1.131 -0.438
Br -0.678 1.428 1.829 -0.202
H 1.716 -0.305 -0.055 0.287
H 0.478 -1.671 -0.595 0.238
H 0.639 -1.378 1.153 0.362
H -1.608 1.467 -1.401 0.272
```

- HOMO energy: -9.40 eV
- Frontier orbital gap: 9.841 eV
- Lowest unoccupied orbital energy: 0.44 eV
- Molecular weight: 121.96 g mol⁻¹

The structure with the greatest stability is (two).

(one)
# C2H3ClO2S

The molecule C2H3ClO2S (ωB97M-V/def2-TZVPD, the OMol25 dataset).

Structure (XYZ):
```
9
Properties=species:S:1:pos:R:3:mulliken_charge:R:1
C -0.661 0.074 -0.934 -0.823
C 0.521 -0.309 -0.108 0.674
O -0.740 1.027 1.525 -0.594
O 0.415 -1.108 0.992 -0.489
S -0.096 1.374 0.279 0.421
Cl 2.046 -0.525 -0.976 -0.197
H -0.593 0.314 -1.956 0.319
H -1.586 -0.227 -0.693 0.324
H 0.696 -0.619 1.870 0.366
```

- HOMO energy: -9.65 eV
- Frontier orbital gap: 10.301 eV
- Lowest unoccupied orbital energy: 0.65 eV
- Molecular weight: 126.56 g mol⁻¹

(two)
# C2H3ClO2S

A cluster of 2 separate species, C2H3ClO2S in total (ωB97M-V/def2-TZVPD, the OMol25 dataset).

Structure (XYZ):
```
9
Properties=species:S:1:pos:R:3:mulliken_charge:R:1
C 0.752 -0.826 -0.045 -0.724
C 2.025 -0.505 -0.676 0.631
O -1.127 0.291 1.498 -0.417
O 2.446 -1.123 -1.643 -0.469
S 0.498 -0.115 1.633 0.091
Cl 2.939 0.654 0.143 -0.152
H -0.385 0.319 -0.729 0.234
H 0.158 -1.655 -0.351 0.499
H -1.221 0.619 2.389 0.307
```

- HOMO energy (alpha / beta): -8.81 / -8.81 eV
- Frontier orbital gap (alpha / beta): 7.881 / 7.882 eV
- Lowest unoccupied orbital energy (alpha / beta): -0.93 / -0.93 eV
- Molecular weight: 126.56 g mol⁻¹

The structure with the greatest stability is (one).

(one)
# C24H56N8O8

A cluster of 8 separate species, C24H56N8O8 in total (ωB97M-V/def2-TZVPD, the OMol25 dataset).

Structure (XYZ):
```
96
Properties=species:S:1:pos:R:3:mulliken_charge:R:1
C 4.832 -9.806 -0.159 -0.858
N 5.048 -10.877 -1.116 -0.214
C 4.204 -11.837 -1.554 0.676
C 4.856 -12.985 -2.312 -0.848
O 2.940 -11.704 -1.413 -0.653
H 5.242 -8.900 -0.605 0.312
H 5.373 -10.063 0.752 0.270
H 3.777 -9.592 0.010 0.310
H 5.980 -10.748 -1.483 0.244
H 4.506 -13.011 -3.344 0.246
H 4.765 -14.015 -1.966 0.268
H 5.910 -12.707 -2.340 0.247
C -4.782 9.995 6.419 -0.760
N -3.409 9.582 5.938 -0.245
C -3.073 8.377 5.611 0.700
C -1.648 8.223 5.133 -0.943
O -3.853 7.398 5.636 -0.663
H -5.507 10.396 5.711 0.274
H -4.699 10.832 7.113 0.268
H -5.135 9.063 6.861 0.318
H -2.821 10.285 5.515 0.236
H -1.483 8.012 4.077 0.241
H -1.165 7.453 5.735 0.264
H -1.112 9.121 5.441 0.311
C 7.583 3.700 -1.183 -0.853
N 6.862 2.500 -1.673 -0.191
C 7.232 1.789 -2.734 0.711
C 6.351 0.645 -3.092 -0.995
O 8.189 1.945 -3.462 -0.626
H 8.256 3.346 -0.402 0.298
H 6.993 4.559 -0.864 0.309
H 8.347 4.010 -1.896 0.315
H 5.964 2.261 -1.278 0.198
H 5.674 0.388 -2.277 0.293
H 6.895 -0.197 -3.519 0.291
H 5.679 0.958 -3.892 0.250
C -2.039 0.448 2.609 -0.916
N -1.691 -0.770 1.924 -0.196
C -0.690 -0.998 0.991 0.610
C -0.623 -2.309 0.327 -0.891
O 0.203 -0.220 0.920 -0.588
H -1.408 0.664 3.471 0.273
H -2.958 0.454 3.196 0.363
H -2.063 1.324 1.961 0.275
H -2.479 -1.399 1.981 0.257
H 0.420 -2.603 0.448 0.254
H -0.757 -2.242 -0.752 0.261
H -1.295 -3.082 0.699 0.297
C -3.376 2.886 -8.950 -0.842
N -2.665 2.983 -7.679 -0.179
C -1.587 2.340 -7.399 0.718
C -1.187 2.426 -5.970 -1.154
O -0.793 1.864 -8.211 -0.649
H -4.237 2.232 -8.814 0.308
H -2.887 2.393 -9.790 0.310
H -3.713 3.803 -9.432 0.323
H -2.838 3.566 -6.873 0.212
H -1.965 2.365 -5.208 0.375
H -0.593 3.291 -5.674 0.277
H -0.664 1.485 -5.801 0.300
C 1.936 -3.462 -10.964 -0.877
N 1.862 -3.819 -9.518 -0.194
C 2.573 -4.739 -8.990 0.688
C 2.584 -4.814 -7.457 -0.949
O 3.248 -5.669 -9.589 -0.685
H 2.259 -2.433 -11.124 0.312
H 0.989 -3.689 -11.455 0.288
H 2.625 -4.087 -11.533 0.342
H 1.492 -3.044 -8.987 0.247
H 2.384 -3.812 -7.078 0.320
H 3.550 -5.100 -7.042 0.282
H 1.798 -5.515 -7.174 0.227
C -7.279 -2.955 -1.084 -0.959
N -7.209 -4.198 -0.487 -0.167
C -6.844 -4.498 0.764 0.640
C -6.446 -5.961 1.014 -0.882
O -6.626 -3.669 1.659 -0.648
H -6.732 -2.852 -2.021 0.354
H -6.689 -2.192 -0.576 0.338
H -8.312 -2.635 -1.220 0.281
H -7.315 -4.967 -1.133 0.227
H -7.109 -6.487 1.701 0.249
H -5.466 -5.861 1.481 0.251
H -6.334 -6.502 0.074 0.315
C -0.454 8.666 13.784 -0.899
N -0.027 7.464 13.062 -0.188
C -0.862 6.462 12.767 0.673
C -0.420 5.211 12.053 -0.917
O -2.041 6.627 13.121 -0.665
H 0.300 8.954 14.517 0.326
H -1.388 8.605 14.342 0.318
H -0.742 9.611 13.324 0.311
H 0.909 7.246 12.748 0.195
H -0.852 5.315 11.057 0.243
H -0.915 4.393 12.576 0.270
H 0.665 5.104 12.027 0.333
```

- SMILES string: CNC(C)=O.CNC(C)=O.CNC(C)=O.CNC(C)=O.CNC(C)=O.CNC(C)=O.CNC(C)=O.CNC(C)=O
- HOMO energy: -9.07 eV
- Frontier orbital gap: 9.458 eV
- Lowest unoccupied orbital energy: 0.39 eV
- Molecular weight: 584.76 g mol⁻¹

(two)
# C24H56N8O8

A cluster of 8 separate species, C24H56N8O8 in total (ωB97M-V/def2-TZVPD, the OMol25 dataset).

Structure (XYZ):
```
96
Properties=species:S:1:pos:R:3:mulliken_charge:R:1
C 15.557 11.931 13.288 -0.869
N 15.230 12.015 14.720 0.152
C 16.147 11.975 15.715 0.947
C 15.690 11.980 17.140 -1.033
O 17.350 11.822 15.450 -0.725
H 14.855 11.297 12.746 0.261
H 16.594 11.610 13.187 0.389
H 15.507 12.942 12.884 0.230
H 14.280 12.227 14.988 -0.083
H 14.610 11.921 17.279 0.169
H 16.017 12.858 17.697 0.271
H 16.157 11.193 17.732 0.390
C 13.101 15.148 17.899 -0.838
N 11.731 15.138 18.419 0.018
C 11.469 15.778 19.550 0.794
C 10.066 15.682 20.114 -0.916
O 12.320 16.411 20.199 -0.713
H 13.441 14.117 17.997 0.325
H 13.760 15.778 18.497 0.385
H 13.067 15.434 16.847 0.133
H 10.993 14.695 17.891 0.190
H 9.612 14.699 19.992 0.304
H 9.386 16.371 19.614 0.063
H 10.112 16.037 21.144 0.346
C 16.668 18.287 13.490 -0.867
N 15.890 17.155 13.996 -0.174
C 15.167 16.218 13.374 0.238
C 14.295 15.300 14.190 0.339
O 15.243 16.132 12.112 -0.690
H 15.893 18.927 13.069 0.302
H 17.324 18.121 12.636 0.282
H 17.285 18.843 14.196 0.331
H 15.783 17.161 15.001 0.231
H 13.942 14.444 13.614 -0.876
H 13.498 15.929 14.587 0.451
H 14.811 14.813 15.017 0.382
C 12.687 14.113 11.034 -0.508
N 11.738 13.302 10.296 0.545
C 11.654 13.217 8.977 0.966
C 12.728 13.860 8.071 -1.231
O 10.769 12.599 8.402 -0.783
H 12.696 13.788 12.074 -0.457
H 12.357 15.149 10.957 0.349
H 13.747 13.941 10.843 0.415
H 10.962 12.911 10.812 -0.200
H 12.353 13.837 7.048 0.350
H 13.692 13.353 8.090 0.260
H 12.888 14.894 8.378 0.351
C 9.061 18.366 15.939 -0.663
N 7.817 17.672 16.404 -0.195
C 7.768 16.485 17.027 0.609
C 6.395 15.988 17.470 -1.135
O 8.793 15.815 17.198 -0.549
H 9.659 18.679 16.794 0.288
H 8.857 19.236 15.314 0.346
H 9.718 17.739 15.336 0.092
H 7.006 18.259 16.532 0.263
H 5.947 15.282 16.771 0.245
H 5.783 16.834 17.783 0.432
H 6.518 15.537 18.455 0.296
C 13.625 7.120 8.820 -0.829
N 12.362 7.658 9.283 -0.198
C 12.234 8.732 10.081 0.542
C 10.795 9.136 10.480 -0.493
O 13.147 9.459 10.498 -0.616
H 13.294 6.590 7.927 0.326
H 14.018 6.412 9.550 0.249
H 14.333 7.902 8.548 0.282
H 11.634 7.298 8.683 0.283
H 10.182 8.265 10.712 0.482
H 10.300 9.621 9.640 0.237
H 10.728 9.776 11.360 -0.262
C 7.374 11.289 8.847 -1.049
N 8.454 11.633 9.854 0.168
C 8.402 11.745 11.153 0.612
C 7.127 11.348 11.851 -1.645
O 9.373 12.075 11.828 -0.592
H 7.682 10.811 7.917 0.311
H 6.937 12.215 8.473 0.352
H 6.559 10.688 9.251 0.408
H 9.311 11.956 9.427 0.135
H 7.177 11.708 12.879 0.335
H 6.966 10.270 11.830 0.332
H 6.198 11.764 11.460 0.432
C 10.763 14.578 14.783 -0.485
N 10.873 13.300 14.240 0.149
C 11.780 12.383 14.647 0.307
C 11.701 11.064 13.868 -0.680
O 12.577 12.563 15.580 -0.697
H 9.740 14.908 14.604 0.473
H 11.459 15.266 14.303 0.219
H 10.956 14.536 15.855 -0.321
H 10.330 13.138 13.404 0.279
H 12.313 10.305 14.355 0.440
H 12.166 11.238 12.898 -0.001
H 10.681 10.702 13.738 0.294
```

- SMILES string: CNC(C)=O.CNC(C)=O.CNC(C)=O.CNC(C)=O.CNC(C)=O.CNC(C)=O.CNC(C)=O.CNC(C)=O
- HOMO energy: -8.62 eV
- Frontier orbital gap: 8.894 eV
- Lowest unoccupied orbital energy: 0.27 eV
- Molecular weight: 584.76 g mol⁻¹

The structure with the greatest stability is (two).